Entry 1:
C48H102BGaNO25 | ωB97M-V with the def2-TZVPD basis set

Geometry as ORCA input:
```
! RIJCOSX wB97M-V def2-TZVPD def2/J DEFGRID3
* xyz -1 1
C 0.42 5.26 5.73
C 0.17 4.15 4.71
C 0.48 2.74 5.27
C 1.67 2.05 4.58
C 2.39 1.05 5.49
C 1.77 -0.37 5.47
C 2.70 -1.39 4.82
C 2.06 -2.69 4.36
C 0.96 -2.59 3.30
C 1.52 -2.46 1.87
C 1.22 -1.13 1.17
C -0.26 -0.98 0.78
Ga -0.70 0.74 -0.28
C -1.78 0.46 -2.00
O -2.93 -0.42 -1.98
C -2.63 -1.75 -1.65
C -1.44 -2.32 -2.40
C -1.63 2.06 0.98
C -1.74 3.49 0.46
O -1.46 3.58 -0.94
C -3.11 4.10 0.76
N -3.17 5.57 0.66
B 1.18 1.58 -0.86
O 1.95 1.02 -1.92
O 1.79 2.69 -0.24
C 2.93 2.38 0.55
C 3.77 3.64 0.76
H -0.05 6.17 5.37
H 1.49 5.42 5.85
H -0.01 4.96 6.68
H 0.79 4.31 3.83
H -0.88 4.17 4.40
H 0.69 2.83 6.34
H -0.40 2.11 5.15
H 2.37 2.82 4.27
H 1.30 1.55 3.69
H 3.43 0.98 5.16
H 2.39 1.44 6.51
H 1.59 -0.68 6.50
H 0.81 -0.31 4.96
H 3.44 -1.65 5.58
H 3.26 -0.94 4.00
H 2.86 -3.31 3.94
H 1.69 -3.21 5.24
H 0.27 -1.76 3.49
H 0.37 -3.50 3.36
H 2.60 -2.60 1.92
H 1.13 -3.27 1.26
H 1.50 -0.32 1.86
H 1.84 -1.09 0.28
H -0.83 -0.95 1.71
H -0.54 -1.90 0.27
H -2.19 1.44 -2.26
H -1.11 0.21 -2.83
H -2.51 -1.85 -0.56
H -3.51 -2.35 -1.91
H -0.51 -1.88 -2.04
H -1.36 -3.41 -2.30
H -1.52 -2.03 -3.44
H -2.62 1.68 1.23
H -1.04 2.07 1.91
H -1.00 4.13 0.97
H -2.21 4.00 -1.40
H -3.79 3.72 -0.01
H -3.47 3.78 1.73
H -3.02 5.87 -0.29
H -2.47 5.99 1.25
H 2.48 0.27 -1.62
H 3.53 1.61 0.06
H 2.60 2.00 1.52
H 4.81 3.37 0.95
H 3.70 4.27 -0.11
H 3.41 4.18 1.64
C 4.97 10.59 7.90
C 4.38 9.20 7.81
O 3.04 9.23 7.29
C 2.95 9.37 5.97
O 3.87 9.44 5.19
O 1.65 9.38 5.65
C 1.39 9.57 4.25
H 4.32 11.25 8.48
H 5.95 10.56 8.39
H 5.09 11.03 6.91
H 4.29 8.76 8.80
H 5.00 8.55 7.20
H 1.94 8.85 3.65
H 1.66 10.58 3.96
H 0.33 9.42 4.11
C 0.85 -8.90 -2.97
C 0.12 -8.43 -4.21
O -0.14 -7.02 -4.17
C 0.90 -6.23 -4.45
O 1.99 -6.59 -4.79
O 0.51 -4.98 -4.25
C 1.53 -3.99 -4.41
H 0.31 -8.59 -2.08
H 0.94 -9.98 -2.97
H 1.85 -8.47 -2.93
H -0.87 -8.89 -4.27
H 0.66 -8.69 -5.12
H 2.03 -4.08 -5.37
H 2.26 -4.08 -3.60
H 1.04 -3.02 -4.34
C -0.06 -8.00 4.15
C 0.85 -7.85 2.95
O 0.18 -8.16 1.72
C -0.62 -7.19 1.26
O -0.79 -6.11 1.76
O -1.18 -7.62 0.13
C -2.09 -6.68 -0.47
H -0.50 -9.00 4.16
H 0.51 -7.85 5.07
H -0.87 -7.27 4.12
H 1.68 -8.56 3.00
H 1.27 -6.84 2.89
H -1.62 -5.71 -0.60
H -2.99 -6.59 0.14
H -2.35 -7.09 -1.44
C -5.56 2.54 -2.28
C -5.72 4.04 -2.22
O -6.31 4.56 -3.43
C -7.63 4.41 -3.53
O -8.37 3.95 -2.71
O -8.00 4.91 -4.72
C -9.40 4.79 -4.98
H -5.01 2.25 -3.18
H -5.01 2.17 -1.41
H -6.53 2.04 -2.31
H -4.74 4.52 -2.16
H -6.30 4.36 -1.35
H -9.99 5.21 -4.17
H -9.67 3.74 -5.13
H -9.58 5.34 -5.90
C -4.58 -0.28 -5.97
C -3.55 0.59 -6.66
O -2.36 -0.15 -6.98
C -2.44 -0.94 -8.04
O -3.38 -1.05 -8.79
O -1.27 -1.57 -8.17
C -1.21 -2.51 -9.25
H -4.14 -0.76 -5.09
H -5.43 0.32 -5.64
H -4.95 -1.06 -6.64
H -3.22 1.38 -5.99
H -3.95 1.05 -7.56
H -1.50 -2.04 -10.19
H -1.85 -3.36 -9.04
H -0.18 -2.84 -9.31
C 0.90 -6.90 -11.01
C 1.92 -6.55 -12.08
O 1.37 -6.68 -13.40
C 0.58 -5.68 -13.79
O 0.31 -4.69 -13.16
O 0.13 -5.96 -15.02
C -0.77 -4.99 -15.55
H 0.48 -7.89 -11.20
H 1.36 -6.89 -10.03
H 0.07 -6.19 -11.02
H 2.75 -7.24 -12.05
H 2.31 -5.54 -11.93
H -0.34 -3.99 -15.50
H -1.71 -5.01 -15.00
H -0.94 -5.27 -16.58
C 4.69 0.65 12.58
C 5.56 1.24 11.49
O 4.83 1.46 10.28
C 4.06 2.55 10.27
O 3.97 3.36 11.16
O 3.43 2.60 9.10
C 2.53 3.70 8.95
H 4.21 -0.26 12.23
H 5.30 0.41 13.45
H 3.92 1.35 12.89
H 6.35 0.55 11.22
H 6.03 2.17 11.81
H 3.03 4.64 9.16
H 1.67 3.58 9.60
H 2.20 3.69 7.91
*
```

strongest force on any atom: 0.0154 hartree/bohr
energy: -5775.645390 hartree

Here are the Löwdin charges for atoms 1 to 2, given in e: atom 1 (C): -0.1132, atom 2 (C): -0.2522


Entry 2:
C48H107N10O6P3 | ωB97M-V with the def2-TZVPD basis set

Geometry as ORCA input:
```
! RIJCOSX wB97M-V def2-TZVPD def2/J DEFGRID3
* xyz 0 1
C -1.22 0.45 1.45
C -0.16 1.37 2.09
C 1.04 1.50 1.13
C 1.89 2.78 1.45
C 3.39 2.44 1.34
C 4.28 3.54 0.71
C 3.72 4.19 -0.59
C 3.66 5.73 -0.46
C 2.43 6.25 0.33
C 2.75 6.71 1.78
C 1.43 6.76 2.57
C 1.53 7.65 3.85
C 1.02 9.08 3.61
C -0.51 9.13 3.47
O -0.99 8.90 2.16
C -0.56 9.82 1.19
C -0.88 11.30 1.52
C -2.30 11.50 2.06
O -2.37 12.22 3.29
C -1.29 9.49 -0.13
O -1.34 8.08 -0.29
C -2.23 7.66 -1.33
C -3.51 7.06 -0.67
C -4.16 5.91 -1.46
C -3.71 4.52 -1.05
C -3.15 4.18 0.17
C -2.75 2.88 0.41
C -2.90 1.88 -0.53
C -3.49 2.19 -1.75
C -3.88 3.49 -1.98
N -1.57 6.73 -2.24
C -1.28 7.14 -3.41
C -0.06 8.05 -3.61
C -2.05 6.76 -4.66
H -2.04 0.27 2.16
H -0.77 -0.50 1.17
H -1.66 0.93 0.57
H 0.19 0.99 3.06
H -0.58 2.38 2.23
H 1.67 0.61 1.26
H 0.71 1.49 0.08
H 1.56 3.55 0.75
H 1.60 3.12 2.45
H 3.59 1.49 0.83
H 3.75 2.30 2.37
H 4.57 4.31 1.44
H 5.23 3.06 0.43
H 4.42 3.98 -1.42
H 2.76 3.76 -0.90
H 3.71 6.22 -1.44
H 4.56 6.06 0.09
H 2.09 7.16 -0.18
H 1.59 5.55 0.35
H 3.12 7.75 1.73
H 3.52 6.10 2.26
H 1.18 5.75 2.91
H 0.65 7.17 1.92
H 1.04 7.18 4.71
H 2.60 7.72 4.12
H 1.28 9.65 4.51
H 1.58 9.54 2.79
H -0.90 8.31 4.08
H -0.92 10.04 3.94
H 0.51 9.71 0.94
H -0.64 11.92 0.65
H -0.18 11.58 2.33
H -2.89 12.08 1.32
H -2.82 10.55 2.20
H -1.49 12.51 3.56
H -2.30 9.92 -0.14
H -0.69 9.92 -0.95
H -2.55 8.55 -1.89
H -4.26 7.86 -0.58
H -3.21 6.76 0.33
H -5.25 6.00 -1.36
H -3.93 6.01 -2.53
H -3.02 4.93 0.95
H -2.28 2.64 1.37
H -2.56 0.87 -0.34
H -3.66 1.45 -2.52
H -4.34 3.72 -2.94
H 0.50 7.71 -4.50
H 0.60 7.99 -2.75
H -0.36 9.09 -3.80
H -1.94 7.60 -5.37
H -3.11 6.63 -4.47
H -1.64 5.88 -5.17
C 1.10 0.08 -5.48
N 1.72 0.03 -4.18
C 2.64 1.12 -3.89
P 1.72 -1.29 -3.07
O 1.28 -0.55 -1.85
N 0.32 -2.26 -3.26
C -0.42 -2.45 -4.49
C -0.60 -2.32 -2.13
N 2.56 -2.36 -4.19
C 2.83 -3.68 -3.57
C 3.87 -1.88 -4.69
H 1.39 -0.75 -6.14
H 1.37 0.99 -6.02
H 0.01 0.10 -5.40
H 3.68 0.87 -4.14
H 2.61 1.39 -2.83
H 2.38 2.03 -4.45
H -1.13 -1.63 -4.67
H -1.00 -3.38 -4.44
H 0.23 -2.56 -5.36
H -1.23 -1.42 -2.07
H -0.07 -2.43 -1.19
H -1.27 -3.18 -2.21
H 3.49 -3.60 -2.71
H 3.28 -4.36 -4.30
H 1.91 -4.16 -3.24
H 4.54 -1.59 -3.88
H 3.76 -1.04 -5.37
H 4.35 -2.67 -5.27
C -3.58 -4.82 4.07
N -3.54 -4.25 2.73
C -4.43 -3.13 2.51
P -2.80 -4.94 1.34
O -2.01 -3.73 0.91
N -1.46 -5.93 1.76
C -1.32 -6.68 3.00
C -0.14 -5.50 1.31
N -3.82 -6.37 1.36
C -3.51 -7.26 0.22
C -5.27 -6.13 1.31
H -3.96 -5.85 4.09
H -4.24 -4.24 4.72
H -2.60 -4.79 4.54
H -5.40 -3.43 2.09
H -3.99 -2.41 1.82
H -4.63 -2.58 3.43
H -0.94 -6.05 3.81
H -0.61 -7.50 2.85
H -2.25 -7.15 3.31
H 0.26 -4.69 1.93
H -0.17 -5.17 0.28
H 0.56 -6.34 1.34
H -3.73 -6.78 -0.74
H -4.10 -8.18 0.29
H -2.47 -7.56 0.21
H -5.56 -5.49 0.48
H -5.64 -5.69 2.24
H -5.80 -7.08 1.21
C 3.53 -11.64 2.49
N 2.27 -10.95 2.32
C 1.43 -10.90 3.51
P 1.54 -10.46 0.84
O 1.25 -9.02 1.22
N 2.72 -10.13 -0.36
C 4.02 -10.77 -0.46
C 2.83 -8.76 -0.84
N 1.42 -12.09 0.23
C 0.75 -12.12 -1.10
C 0.67 -13.05 1.07
H 3.60 -12.56 1.88
H 3.68 -11.95 3.52
H 4.37 -10.99 2.25
H 0.70 -11.72 3.55
H 0.87 -9.97 3.55
H 2.02 -10.94 4.42
H 4.76 -10.31 0.20
H 4.40 -10.69 -1.49
H 3.97 -11.84 -0.25
H 3.36 -8.12 -0.14
H 1.84 -8.33 -1.02
H 3.35 -8.73 -1.80
H -0.29 -11.77 -1.04
H 0.75 -13.14 -1.50
H 1.28 -11.51 -1.82
H -0.32 -12.68 1.34
H 1.21 -13.29 1.98
H 0.55 -14.00 0.54
*
```

SMILES: CCCCCCCCCCCCCCO[C@H](CCO)CO[C@H](CCc1ccccc1)N=C(C)C.CN(C)P(=O)(N(C)C)N(C)C.CN(C)P(=O)(N(C)C)N(C)C.CN(C)P(=O)(N(C)C)N(C)C
strongest force on any atom: 0.1423 hartree/bohr
energy: -3915.886353 hartree

Here are the Löwdin charges for atoms 1 to 2, given in e: atom 1 (C): -0.1264, atom 2 (C): -0.2524